{
  "formula": "C41H79NO16P",
  "method": "ωB97M-V with the def2-TZVPD basis set",
  "orbital_gap_ev": 5.304,
  "charge": -1,
  "fmax_ev_per_a": 2.87,
  "homo_energy_ev": -3.77,
  "elements": ["C", "C", "C", "C", "C", "C", "C", "C", "C", "P", "O", "C", "N", "C", "C", "C", "C", "C", "C", "C", "C", "C", "C", "C", "O", "C", "O", "C", "C", "C", "O", "H", "H", "H", "H", "H", "H", "H", "H", "H", "H", "H", "H", "H", "H", "H", "H", "H", "H", "H", "H", "H", "H", "H", "H", "H", "H", "H", "H", "H", "H", "H", "H", "H", "H", "H", "H", "H", "H", "H", "H", "H", "H", "H", "H", "H", "H", "H", "H", "H", "H", "H", "H", "H", "H", "H", "C", "C", "C", "O", "C", "O", "O", "H", "H", "H", "H", "H", "H", "C", "C", "C", "O", "C", "O", "O", "H", "H", "H", "H", "H", "H", "C", "C", "C", "O", "C", "O", "O", "H", "H", "H", "H", "H", "H", "C", "C", "C", "O", "C", "O", "O", "H", "H", "H", "H", "H", "H"],
  "coordinates": [[8.696, -1.180, -0.443], [8.400, 0.038, 0.509], [6.886, 0.490, 0.331], [6.797, 2.029, 0.707], [5.542, 2.389, 1.606], [4.717, 3.545, 0.915], [4.008, 4.399, 2.054], [3.159, 5.523, 1.339], [1.678, 5.645, 1.856], [0.621, 4.077, 1.590], [-0.561, 4.437, 2.852], [-1.801, 4.320, 2.200], [-3.031, 4.481, 3.010], [-1.644, 5.269, 0.921], [-2.860, 5.357, -0.061], [-3.707, 4.034, -0.180], [-5.155, 4.250, 0.416], [-6.086, 2.995, 0.185], [-5.760, 1.792, 1.143], [-4.830, 0.684, 0.464], [-5.565, -0.689, 0.617], [-5.001, -1.836, -0.287], [-3.559, -2.342, 0.086], [-3.214, -2.350, 1.611], [-3.711, -3.563, 2.195], [-2.908, -3.998, 3.285], [-1.346, 6.581, 1.472], [-1.281, 7.568, 0.459], [-0.330, 8.770, 0.852], [-0.250, 9.018, 2.396], [-0.404, 4.828, 0.367], [7.957, -1.974, -0.183], [8.576, -0.876, -1.508], [9.713, -1.573, -0.224], [8.583, -0.241, 1.578], [9.054, 0.883, 0.190], [6.667, 0.393, -0.765], [6.204, -0.145, 0.941], [6.770, 2.602, -0.247], [7.715, 2.354, 1.260], [4.865, 1.502, 1.680], [5.848, 2.675, 2.638], [3.927, 3.071, 0.275], [5.336, 4.193, 0.244], [3.410, 3.696, 2.669], [4.847, 4.829, 2.663], [3.653, 6.505, 1.575], [3.168, 5.335, 0.242], [1.205, 6.462, 1.243], [1.612, 6.016, 2.917], [1.347, 3.426, 2.686], [1.605, 3.686, 0.599], [0.077, 2.731, 1.386], [-1.898, 3.267, 1.805], [-2.836, 4.265, 3.986], [-3.652, 3.735, 2.694], [-2.472, 5.648, -1.066], [-3.565, 6.166, 0.259], [-3.880, 3.860, -1.277], [-3.209, 3.124, 0.217], [-5.641, 5.131, -0.070], [-5.142, 4.442, 1.514], [-6.096, 2.724, -0.898], [-7.124, 3.339, 0.448], [-6.745, 1.318, 1.398], [-5.345, 2.159, 2.111], [-4.663, 0.993, -0.590], [-3.874, 0.673, 1.052], [-5.593, -1.035, 1.683], [-6.634, -0.531, 0.321], [-5.713, -2.691, -0.364], [-4.926, -1.410, -1.320], [-3.498, -3.412, -0.251], [-2.737, -1.811, -0.443], [-3.544, -1.448, 2.177], [-2.090, -2.362, 1.682], [-1.811, -3.851, 3.150], [-3.061, -5.107, 3.366], [-3.192, -3.574, 4.278], [-0.919, 7.186, -0.527], [-2.306, 8.019, 0.333], [-0.796, 9.681, 0.389], [0.657, 8.644, 0.357], [-1.243, 9.328, 2.794], [0.433, 9.900, 2.547], [0.211, 8.175, 2.952], [1.743, -1.040, -1.376], [2.831, -2.020, -1.753], [3.538, -2.642, -0.583], [4.815, -2.963, -1.144], [5.033, -2.077, -2.151], [6.075, -1.940, -2.712], [3.914, -1.364, -2.425], [1.399, -0.494, -2.255], [0.893, -1.556, -0.928], [2.112, -0.295, -0.667], [2.430, -2.781, -2.432], [3.038, -3.537, -0.215], [3.691, -1.949, 0.249], [-4.385, -7.081, 1.373], [-3.672, -8.374, 1.051], [-3.094, -9.076, 2.247], [-2.021, -9.820, 1.666], [-1.624, -9.138, 0.558], [-0.641, -9.379, -0.064], [-2.500, -8.142, 0.261], [-4.617, -6.537, 0.456], [-5.314, -7.272, 1.913], [-3.761, -6.422, 1.976], [-4.333, -9.034, 0.479], [-3.808, -9.741, 2.733], [-2.677, -8.392, 2.992], [7.618, -6.404, -3.148], [7.908, -5.615, -1.892], [8.167, -4.154, -2.126], [8.983, -3.814, -1.003], [9.638, -4.944, -0.635], [10.531, -4.982, 0.151], [9.139, -6.032, -1.286], [7.621, -7.475, -2.935], [6.647, -6.130, -3.563], [8.384, -6.231, -3.907], [7.108, -5.769, -1.160], [7.256, -3.552, -2.133], [8.733, -3.954, -3.041], [-6.632, -2.734, -6.235], [-7.031, -2.366, -4.825], [-8.311, -1.584, -4.727], [-8.128, -0.864, -3.507], [-6.788, -0.704, -3.343], [-6.289, -0.001, -2.528], [-6.094, -1.456, -4.240], [-5.617, -3.134, -6.252], [-7.311, -3.481, -6.650], [-6.637, -1.858, -6.887], [-7.060, -3.264, -4.198], [-9.193, -2.222, -4.672], [-8.441, -0.862, -5.538]],
  "lowdin_charge": [-0.13, -0.26, -0.21, -0.21, -0.21, -0.23, -0.23, -0.27, -0.31, 0.51, -0.28, -0.43, 0.08, -0.46, -0.09, -0.17, -0.22, -0.21, -0.19, -0.18, -0.23, -0.20, -0.16, -0.23, -0.21, -0.13, -0.11, -0.25, -0.22, -0.11, -0.26, 0.07, 0.08, 0.07, 0.11, 0.10, 0.10, 0.10, 0.10, 0.10, 0.10, 0.10, 0.10, 0.10, 0.08, 0.10, 0.09, 0.09, 0.05, 0.08, -0.02, -0.02, -0.02, 0.10, 0.07, 0.03, 0.11, 0.11, 0.11, 0.10, 0.11, 0.09, 0.10, 0.10, 0.10, 0.10, 0.10, 0.11, 0.11, 0.10, 0.11, 0.09, 0.11, 0.11, 0.12, 0.12, 0.09, 0.07, 0.09, 0.12, 0.11, 0.10, 0.09, 0.07, 0.06, 0.06, -0.01, -0.34, -0.09, 0.05, -0.55, 0.14, 0.10, 0.09, 0.09, 0.10, 0.16, 0.14, 0.14, -0.01, -0.34, -0.10, 0.06, -0.56, 0.17, 0.09, 0.09, 0.10, 0.06, 0.16, 0.14, 0.14, -0.02, -0.33, -0.10, 0.01, -0.55, 0.16, 0.08, 0.08, 0.09, 0.09, 0.16, 0.10, 0.15, -0.02, -0.34, -0.11, 0.07, -0.54, 0.16, 0.09, 0.09, 0.09, 0.09, 0.16, 0.14, 0.14]
}